43
Properties=species:S:1:pos:R:3:forces:R:3 method="wB97M-V/def2-TZVPD" e_homo_ha=-0.528 gap_ev=4.915 lumo_energy_ha=-0.347 e_above_lowest_kcal_mol=473.17 total_charge=+2 max_force_ha_per_bohr=0.1206
Li -7.31104 4.76528 -1.38069 0.0523 0.0868 -0.0700
Zr -3.93783 12.75004 2.03868 -0.3323 -0.8979 -1.1244
P -5.09934 9.53406 -0.44773 -0.7981 -1.1770 -5.2977
O -4.12923 9.44721 0.71042 1.3966 -1.7210 3.2031
O -4.72150 10.95188 -0.83046 1.9753 2.2527 -4.1767
O -5.95455 10.21367 0.61226 -3.5537 -0.9090 5.0024
O -5.58664 8.40313 -1.36343 1.3418 2.5663 2.5526
O -6.13341 12.07500 5.51515 0.3215 0.1335 -0.5571
H -7.02717 11.73983 5.58646 -0.2829 -0.1114 -0.0145
H -5.82774 12.13779 6.42005 0.1502 0.0353 0.2885
O -2.49568 4.95594 -2.91696 -0.1740 -0.1714 -0.1231
H -2.32070 4.83550 -1.98363 0.2493 -0.0682 0.2821
H -3.20179 5.60147 -2.94741 -0.0566 0.2912 -0.1158
O -4.90908 15.74127 -4.54920 -0.0434 0.0119 0.4070
H -4.76007 14.83984 -4.83461 0.0608 -0.2295 -0.1237
H -4.69015 16.27430 -5.31352 0.0451 0.2037 -0.2083
O -1.34672 11.11914 5.25214 -0.3272 0.2070 -0.4328
H -0.71528 11.51397 5.85349 0.2194 0.1672 0.1640
H -1.49106 10.23898 5.59959 -0.0426 -0.2852 0.0996
O -10.62855 9.96378 1.00896 0.0735 -0.2366 -0.0985
H -11.15421 10.64143 1.43406 -0.2620 0.1538 0.0771
H -9.72456 10.18663 1.23117 0.2096 0.0661 0.0150
O -6.67830 7.00439 4.05417 0.1901 -0.0419 0.0386
H -7.63295 6.95697 4.10547 -0.2929 -0.0583 0.1305
H -6.50483 7.47361 3.23810 0.0945 0.1447 -0.2023
O -0.06992 12.49421 0.75943 -0.6377 0.0512 0.2238
H 0.75524 12.18703 1.13492 0.2305 -0.1422 0.1822
H 0.18518 12.93988 -0.04836 0.0639 0.1368 -0.2967
O -0.98523 5.85090 1.51762 -0.1450 -0.1117 -0.1908
H -0.53203 5.87797 2.36029 0.1825 -0.1076 0.2161
H -1.38453 6.71661 1.43195 -0.0763 0.2167 -0.0569
O -3.42490 16.08945 -0.33268 -0.0442 -0.5582 0.4464
H -3.68205 16.06831 -1.25445 -0.0964 -0.0448 -0.4201
H -3.32538 17.02019 -0.13258 0.0640 0.2904 0.1161
O -7.34094 15.22517 1.94168 0.4930 -0.3821 0.0344
H -7.52949 15.69721 1.13060 -0.0427 0.1573 -0.2831
H -8.05349 15.46902 2.53247 -0.1915 0.0534 0.2471
O -3.07219 11.75705 -5.20121 0.1643 0.1256 -0.0210
H -3.33838 11.82720 -4.28445 -0.0369 -0.0496 0.2805
H -3.89383 11.66290 -5.68316 -0.1763 -0.0788 -0.2240
O -7.78905 7.62954 -5.62719 -0.1752 -0.2772 0.1012
H -7.49832 8.43177 -6.06094 0.0346 0.2034 -0.2020
H -7.26976 7.58923 -4.82410 0.1753 0.1043 0.1312


36
Properties=species:S:1:pos:R:3:forces:R:3 method="wB97M-V/def2-TZVPD" e_homo_ha=-0.280 gap_ev=6.621 lumo_energy_ha=-0.037 e_above_lowest_kcal_mol=391.36 max_force_ha_per_bohr=0.1996
O -0.99567 -2.48228 1.27902 0.4184 -0.8117 2.5945
H -1.92577 -2.69205 1.36353 -0.1200 0.0364 0.1904
H -0.92141 -2.06159 0.42244 -0.4185 -0.1899 0.4581
O -2.45742 0.55772 0.19513 -1.9371 1.0194 0.5094
H -2.77018 0.85402 1.04989 0.0622 -0.0034 0.3542
H -1.51531 0.43633 0.31318 0.7494 -0.3468 0.4610
O 1.05255 1.90194 1.30953 -1.4717 6.4542 3.3692
H 0.57975 2.55088 0.78841 -0.4669 0.2980 -0.2313
H 1.24532 2.34984 2.13321 0.5238 0.0469 0.6462
O -1.97639 -0.30476 -1.87827 -4.7516 6.2855 -5.5701
H -1.17961 0.22516 -1.90203 0.1850 0.8273 -0.2362
H -2.68086 0.31206 -2.07697 -0.4500 -0.1748 0.1975
O -0.06760 0.95173 -2.18278 1.9692 1.8783 -0.8843
H 0.39829 0.69944 -2.97999 0.4985 -0.4106 -0.2600
H -0.20172 1.89530 -2.27161 -0.1918 0.4700 -0.0570
O -1.37356 -1.92198 -0.92435 -0.9845 -6.4989 1.6279
H -1.46867 -1.18914 -1.53273 -0.1964 -1.7565 -0.1278
H -2.26808 -2.22913 -0.77691 -0.0831 -0.1855 -0.0738
O 0.79330 -1.70863 -0.74600 -3.5681 -6.6711 -3.0389
H -0.07907 -2.04213 -0.95572 -0.5945 -1.6188 -0.0241
H 1.32252 -1.92062 -1.51491 0.6884 -0.0804 -0.1016
O 2.50910 -0.67323 -0.70833 4.9132 -4.5542 -2.7299
H 2.48269 0.22452 -0.37728 1.3212 -3.0423 -1.2288
H 1.67112 -1.05181 -0.44244 3.2183 1.6209 1.6084
O -0.51994 0.86602 2.41488 -3.0775 0.0013 3.0270
H -0.59442 1.81008 2.55430 -0.4564 -0.1641 0.4170
H 0.15374 0.77536 1.74096 -1.8687 -0.1881 0.4737
O 2.40732 1.23550 -0.13764 3.0565 9.7184 -1.2277
H 1.83771 1.50331 0.58350 1.4869 -0.1710 0.1006
H 2.34592 1.95107 -0.77043 0.5256 0.0508 -0.4730
O 0.12093 0.19105 0.27736 -2.1999 1.3892 -1.1803
H 0.19032 -0.73586 0.04876 0.2488 -0.1040 0.1499
H 0.30986 0.65428 -0.53870 0.4315 -0.4369 -0.1947
O 1.51645 -0.52721 2.09767 1.6808 -0.7906 1.0853
H 0.77698 -0.53241 2.70545 -0.0647 -0.3042 0.2299
H 1.28172 0.12719 1.43972 0.9235 -1.5927 0.1392


36
Properties=species:S:1:pos:R:3:forces:R:3 method="wB97M-V/def2-TZVPD" e_homo_ha=-0.355 gap_ev=8.878 lumo_energy_ha=-0.029 e_above_lowest_kcal_mol=196.85 max_force_ha_per_bohr=0.1920
O 21.14200 1.92000 56.48200 -4.2640 7.6461 4.5657
H 21.32100 1.19100 56.07000 3.1139 -6.2683 -3.4440
H 20.17400 1.75700 56.54200 0.5086 1.0257 0.5289
O 18.81500 -1.57400 54.14700 -2.8788 1.5639 2.3686
H 19.62300 -1.88600 53.83600 1.6230 -1.3295 -1.7565
H 17.97500 -1.78500 53.68300 1.6350 0.0685 -0.4401
O 17.66900 -0.16000 52.18000 -1.4507 -3.6507 -2.3564
H 18.08300 0.56600 52.99100 -1.9186 -5.2019 -5.1382
H 16.84900 0.10800 51.63400 2.0843 -0.3830 1.8314
O 21.88300 3.21200 52.91800 -0.7338 1.2420 5.6443
H 21.85600 3.51200 53.98900 1.0524 -1.6833 -3.7489
H 21.12500 3.76100 52.74700 -0.7014 0.4146 -1.3822
O 17.93300 1.57300 53.17200 0.2640 5.9520 2.9870
H 17.86700 2.43900 52.85100 0.1358 2.0491 -0.8857
H 18.07100 1.49800 54.07500 -0.2038 1.2311 4.1534
O 21.92400 0.24400 55.12000 1.8528 -2.2435 1.4501
H 21.73600 -0.58200 55.58100 0.5050 -0.2410 -0.1374
H 21.16400 0.38500 54.57100 -0.1761 -0.6151 -0.7562
O 24.47800 0.48200 54.07300 -0.4820 0.3739 0.8576
H 23.54300 0.42700 54.40500 1.2390 -0.4607 -0.7606
H 24.63600 -0.14300 53.36300 -0.5131 -0.0078 0.0415
O 18.94300 1.66200 50.37900 -0.2290 1.9412 -2.0395
H 18.00200 1.86100 50.26600 0.4078 -0.3124 -0.0293
H 19.01400 1.23000 51.19400 -0.0653 -1.6771 1.6671
O 21.72700 -1.45200 52.66100 -2.2945 2.8347 2.6174
H 21.22100 -0.50000 52.62600 1.8237 -3.8098 -0.1467
H 22.02600 -1.60200 51.81700 1.0736 -0.7930 -3.0914
O 18.26700 1.24000 56.13200 0.5421 3.3539 -1.7342
H 17.63900 1.58100 56.74200 -0.8562 0.6129 0.8062
H 18.30900 0.35400 56.29100 0.2200 -4.1765 0.5527
O 23.76800 1.88300 51.48000 -0.8762 -0.4577 -0.2591
H 23.61200 1.08000 50.93000 -0.1890 1.0499 0.8748
H 22.95900 2.11600 52.01400 1.4059 -0.6851 -1.1368
O 20.61000 0.60100 53.24500 -0.1218 3.8316 -1.0124
H 19.82700 0.92700 53.64300 -1.8697 -0.3071 0.1710
H 21.08300 1.49100 53.25200 0.3374 -0.8874 -0.8620


36
Properties=species:S:1:pos:R:3:forces:R:3 method="wB97M-V/def2-TZVPD" smiles=O.O.O.O.O.O.O.O.O.O.O.O e_homo_ha=-0.402 gap_ev=10.521 lumo_energy_ha=-0.016 e_above_lowest_kcal_mol=63.36 max_force_ha_per_bohr=0.0090
O 20.20380 -8.52042 11.90265 -0.2600 -0.1151 0.0219
H 20.28670 -7.95715 12.67213 0.0510 0.0967 0.1912
H 21.06018 -8.47367 11.47762 0.1859 0.0118 -0.1872
O 21.91768 -3.27698 13.64409 0.2225 -0.2655 -0.0842
H 21.74585 -2.33555 13.62421 0.0316 0.2543 -0.0159
H 21.13563 -3.65524 14.04602 -0.2616 -0.0968 0.0928
O 19.44773 -1.15859 8.65792 -0.1706 -0.1851 0.1334
H 20.24447 -0.72750 8.96711 0.1802 0.1005 0.1446
H 19.35605 -0.87062 7.74968 -0.1084 0.1056 -0.2557
O 23.90549 -3.26654 8.07952 -0.0670 -0.2123 0.1816
H 23.46621 -2.43924 8.27663 -0.1303 0.1946 0.1268
H 24.15589 -3.19185 7.15867 0.2151 -0.0756 -0.2540
O 20.70633 -4.96047 10.05575 0.0741 -0.1557 -0.2638
H 21.44539 -4.84022 10.65205 0.2362 0.0681 0.1674
H 19.99637 -4.45218 10.44794 -0.3458 0.1519 0.0943
O 17.86850 -4.25603 12.63982 0.2904 0.0338 -0.2009
H 18.04484 -5.07065 13.11049 0.0178 -0.2588 0.1074
H 17.33966 -3.73793 13.24656 -0.2377 0.1674 0.0730
O 22.30788 -4.99259 5.29129 0.0966 -0.1100 -0.1361
H 22.28314 -4.10624 4.93072 -0.0652 0.1814 -0.1752
H 22.29534 -4.86616 6.24002 -0.0237 -0.0434 0.3867
O 18.17140 -4.65516 7.43996 -0.2324 -0.0553 -0.0339
H 19.04631 -5.00986 7.59798 0.2639 -0.1688 0.1324
H 18.32400 -3.74616 7.18178 0.0049 0.2153 -0.0067
O 16.26373 -7.13650 10.47677 -0.2285 0.0005 -0.0721
H 16.88537 -6.53606 10.88818 0.1817 0.2653 -0.0165
H 16.36017 -7.95383 10.96553 0.0484 -0.2502 0.0610
O 24.21855 -5.78295 14.79728 -0.0687 -0.3438 0.0836
H 24.98383 -5.24381 14.99703 0.1989 0.1174 0.0074
H 23.57774 -5.16750 14.44120 -0.1702 0.3127 -0.1743
O 16.02334 -1.17365 9.93526 -0.2313 -0.0322 -0.0544
H 16.95820 -1.29379 9.76840 0.3690 -0.1088 -0.1330
H 15.98759 -0.56663 10.67451 -0.0556 0.1530 0.1544
O 25.14748 -4.70793 10.97563 0.0774 0.1084 0.2266
H 24.85976 -5.61627 11.06710 -0.0060 -0.2468 0.0925
H 24.69031 -4.38856 10.19766 -0.0829 0.1855 -0.4153


36
Properties=species:S:1:pos:R:3:forces:R:3 method="wB97M-V/def2-TZVPD" smiles=O.O.O.O.O.O.O.O.O.O.O.O e_homo_ha=-0.358 gap_ev=9.797 lumo_energy_ha=0.002 e_above_lowest_kcal_mol=31.11 max_force_ha_per_bohr=0.0539
O -2.56800 15.11500 -7.89000 0.9898 1.0568 -2.3630
H -2.75000 14.96000 -6.99300 -0.4550 0.1143 2.1261
H -2.08300 15.96900 -7.92000 -0.3555 -0.8820 0.3058
O -6.51800 13.67800 -3.69700 -0.3204 0.6963 -0.4539
H -7.15300 12.98600 -3.45100 0.1303 0.6654 -0.2887
H -6.96800 14.38400 -4.24200 0.0746 -1.2596 0.4618
O -3.65700 14.39100 -3.54000 1.9881 1.2371 0.6731
H -4.58100 14.47800 -3.46600 -1.9547 -0.3307 0.1810
H -3.45400 13.62500 -4.04000 0.0100 -1.0585 -0.6014
O -3.90200 19.17100 -4.27000 0.8882 1.4130 -0.4206
H -4.40800 18.53900 -3.80800 -0.8775 -1.7342 0.7153
H -4.15400 19.97600 -3.80900 0.1436 0.3456 -0.2949
O -5.47200 13.79800 -6.87800 -0.2217 0.1764 -0.2073
H -4.60300 13.40800 -6.97700 0.0360 -0.3834 -0.0994
H -6.07700 13.13600 -6.52900 0.1285 -0.0161 0.1606
O -4.55000 16.14400 -5.82300 -0.0370 -0.3173 -1.1750
H -4.64200 16.06900 -4.88800 0.2896 0.0914 1.2770
H -4.99200 15.33200 -6.14200 0.0246 0.3352 -0.0676
O -1.95300 16.68200 -2.43300 -0.3794 -0.9981 -0.4164
H -2.67000 16.19400 -2.91300 0.7540 0.7005 0.6088
H -2.28100 17.52400 -2.12300 -0.3079 0.1849 -0.2585
O -6.08500 18.51500 -6.38900 -0.6516 0.3088 -0.3921
H -6.48300 17.90100 -7.04200 0.3270 0.4059 0.7301
H -5.39000 18.01700 -5.95800 0.2945 -0.2050 -0.1263
O -4.92800 16.00300 -9.20800 -0.6693 -0.2207 -1.2491
H -4.84700 15.46300 -10.01500 -0.2299 0.3163 0.5332
H -4.04600 16.00000 -8.85000 0.6830 -0.2085 0.7465
O -7.27900 16.61700 -7.96700 0.6970 -0.4412 -0.0640
H -7.85300 17.01200 -8.61800 0.0403 0.0454 -0.4551
H -6.41700 16.33300 -8.37300 -0.5799 0.3008 -0.2958
O -5.09200 16.87800 -2.93000 -1.4452 0.0448 -1.0352
H -6.06200 16.97700 -3.13000 1.3607 -0.0579 0.5581
H -4.94000 17.10100 -2.01500 -0.1913 -0.0176 0.4935
O -7.87000 15.18600 -5.86000 -0.7505 -0.8633 1.5128
H -8.77100 15.52200 -5.92200 0.1231 -0.0446 0.1343
H -7.45500 15.54800 -6.63200 0.4440 0.5997 -0.9536


36
Properties=species:S:1:pos:R:3:forces:R:3 method="wB97M-V/def2-TZVPD" smiles=O.O.O.O.O.O.O.O.O.O.O.O e_homo_ha=-0.385 gap_ev=10.370 lumo_energy_ha=-0.004 e_above_lowest_kcal_mol=54.23 max_force_ha_per_bohr=0.0702
O 18.42072 -3.54125 -16.82406 -1.5679 1.8269 -0.1967
H 18.90411 -4.21355 -16.40284 0.7456 -1.5145 0.9720
H 17.59226 -3.37762 -16.31580 0.7291 -0.4530 -0.6790
O 17.46302 2.16189 -17.36599 0.3884 -0.3638 0.7069
H 17.33157 1.76609 -16.48432 -0.1538 0.3701 -0.5642
H 16.59431 2.26250 -17.76405 0.0817 0.3481 0.0088
O 15.36064 0.31534 -18.69084 -0.8816 0.2477 -1.1040
H 14.99089 0.51596 -19.57507 0.2791 -0.0927 0.8508
H 14.64230 -0.02226 -18.09141 0.8016 0.5468 -0.3867
O 14.07204 -0.88849 -16.86837 -2.4219 2.4624 1.0485
H 14.58167 -1.49956 -17.34240 0.6664 -2.4708 -0.9560
H 13.28717 -0.66333 -17.40969 0.2443 -0.6067 0.7682
O 16.51722 2.74761 -19.91330 -0.4456 0.2115 -0.2175
H 16.10111 2.53147 -20.73575 -1.2934 0.7647 -1.0231
H 17.15556 2.04461 -20.05088 1.5347 -0.5180 1.0622
O 19.94192 -1.96538 -18.89400 0.5363 -0.1361 -0.1917
H 19.12476 -1.66896 -18.49065 -0.5274 0.1820 0.1592
H 20.26981 -2.61972 -18.26970 0.0077 0.0337 -0.1078
O 17.92024 0.20183 -15.31430 -0.8572 -0.1241 -0.1253
H 17.89551 -0.38699 -14.56679 -0.0792 -0.2446 0.6301
H 18.84045 0.36880 -15.45173 1.1369 0.2754 -0.1719
O 20.19319 -2.05724 -14.67144 0.5534 1.9440 0.0458
H 20.38358 -2.84000 -14.20685 0.4108 -1.4821 0.9471
H 19.46990 -2.25581 -15.23489 -0.9891 -0.4426 -1.1084
O 15.62547 -2.82099 -17.68076 -0.4403 -1.4640 -0.4610
H 15.75585 -3.47471 -18.40621 0.0015 0.9624 0.7762
H 16.11725 -2.02554 -17.89781 1.3087 0.1907 -0.5266
O 18.18825 0.72075 -20.24824 -1.1567 -0.9142 -1.5060
H 17.68737 -0.10349 -20.52686 1.5828 1.2754 1.0772
H 18.82813 0.57389 -19.54874 -0.1488 -0.6834 0.1852
O 14.35633 2.78193 -17.82098 -1.1821 1.6919 -0.2026
H 14.88989 2.01122 -18.05497 -0.2204 0.5334 -1.0181
H 14.19698 3.47276 -18.54052 1.0318 -2.1024 1.2537
O 17.56160 -0.77259 -17.87192 0.8972 -1.9640 0.1081
H 16.96400 -0.09820 -18.12366 -0.9674 1.5534 -0.9481
H 17.59179 -0.66105 -16.92532 0.3948 0.1564 0.8946


36
Properties=species:S:1:pos:R:3:forces:R:3 method="wB97M-V/def2-TZVPD" smiles=O.O.O.O.O.O.O.O.O.O.O.O e_homo_ha=-0.343 gap_ev=9.180 lumo_energy_ha=-0.006 e_above_lowest_kcal_mol=91.05 max_force_ha_per_bohr=0.0372
O 0.29847 0.07341 -0.30493 -0.3448 0.3836 0.2524
H -0.09738 -0.54256 0.32187 -0.0735 0.4136 0.2851
H 1.18393 -0.27794 -0.45160 -0.0642 0.1530 -0.2311
O -2.09766 3.15851 -2.18078 -0.1774 -0.0789 0.2155
H -1.64394 2.68998 -1.47113 0.1460 -0.0435 -0.1416
H -2.87257 2.61499 -2.36269 0.0884 0.0230 -0.0743
O 1.55948 2.36993 3.27834 1.4788 0.4684 0.5661
H 2.40891 1.99493 3.53688 0.0663 0.1538 -0.1322
H 1.70166 2.67117 2.37389 0.2153 -0.1868 0.3094
O -0.52534 1.48544 3.02681 -1.8138 -0.5090 -0.3455
H -0.63954 1.13700 3.91818 0.1570 0.0896 -0.1067
H -1.24074 2.12425 2.93129 -0.0707 -0.1406 0.0730
O 0.87176 -0.37400 -4.77864 0.9538 1.0038 -0.8867
H 0.12174 -0.62674 -4.22857 -0.0541 0.4590 0.1647
H 0.53083 -0.42667 -5.67863 0.2027 0.2274 0.0412
O 1.23011 -2.06517 -1.38985 0.1264 -0.6513 -0.0708
H 1.42573 -2.49086 -0.54752 0.3506 -0.1889 -0.0805
H 0.29174 -1.85257 -1.33282 -0.0279 0.1635 -0.2840
O -3.32391 -1.37543 2.06398 -0.0033 -0.3773 -0.0435
H -3.14532 -2.28832 1.81152 -0.0449 0.0739 0.0994
H -4.04310 -1.10731 1.48100 0.1796 0.2732 -0.0284
O 1.95714 -1.24242 2.49829 -0.0632 -0.3016 -0.0707
H 2.09983 -1.34628 1.55074 0.1451 0.0764 0.0801
H 1.30855 -1.92208 2.71366 -0.0387 0.2119 0.0995
O -3.93900 0.95253 0.29738 -0.2138 0.1656 -0.1806
H -4.79597 1.36385 0.13798 0.0381 -0.0158 0.0142
H -3.31193 1.68073 0.22317 0.0389 -0.1355 0.1336
O 2.50164 3.31440 0.76298 -0.0852 0.1403 -0.3532
H 1.57132 3.28129 0.51318 -0.0013 -0.0305 -0.1564
H 2.95509 3.55496 -0.05280 0.0341 -0.0466 0.1160
O 2.39348 -3.95793 0.77451 -0.3868 0.2522 -0.0465
H 1.56663 -4.25992 0.38193 0.0931 -0.3303 -0.0315
H 2.19793 -3.89854 1.71644 0.2049 -0.0210 0.0431
O -0.56291 -2.05271 -3.89116 -1.0609 -1.1627 0.5268
H 0.37615 -2.26576 -3.93331 0.1128 -0.2527 0.1071
H -0.85554 -2.10015 -4.80827 -0.1073 -0.2593 0.1372